Record 1
Below is a structure of composition C29H78BeN7O10 in a non-equilibrium geometry, with properties calculated with ωB97M-V/def2-TZVPD.

Geometry as ORCA input:
```
! wB97M-V def2-TZVPD RIJCOSX def2/J DEFGRID3
* xyz 1 1
Be 7.44 29.98 2.31
O 11.70 33.65 0.75
C 10.72 32.85 1.17
O 10.08 32.25 0.35
O 10.43 32.58 2.34
H 11.45 33.48 -0.17
C 4.95 24.68 1.24
C 5.49 26.01 1.06
C 5.19 26.62 -0.36
O 5.89 27.91 -0.41
C 5.90 28.47 -1.80
N 5.08 27.03 2.11
H 3.86 24.63 1.21
H 5.28 24.14 2.13
H 5.16 24.04 0.38
H 6.56 25.95 1.23
H 4.12 26.71 -0.51
H 5.62 25.89 -1.05
H 6.68 29.15 -2.15
H 4.94 28.94 -2.00
H 5.92 27.64 -2.51
H 4.09 27.12 1.93
H 5.14 26.61 3.03
C 17.73 33.62 -2.55
C 16.19 33.52 -2.16
C 15.38 32.65 -3.26
O 14.00 32.97 -3.07
C 13.25 32.74 -4.25
N 16.03 33.07 -0.78
H 18.26 34.16 -1.77
H 18.01 34.12 -3.48
H 18.23 32.66 -2.42
H 15.97 34.59 -2.21
H 15.55 31.58 -3.17
H 15.79 32.93 -4.23
H 13.58 33.44 -5.02
H 12.18 32.76 -4.03
H 13.50 31.75 -4.62
H 16.49 33.67 -0.10
H 15.04 33.21 -0.67
C 1.47 35.10 -2.36
C 2.10 34.24 -3.47
C 3.49 34.64 -3.70
O 4.39 34.67 -2.54
C 5.69 35.26 -2.76
N 1.77 32.88 -3.13
H 1.57 36.15 -2.65
H 1.80 35.04 -1.32
H 0.42 34.85 -2.21
H 1.59 34.41 -4.41
H 3.60 35.56 -4.28
H 3.82 33.93 -4.46
H 5.71 36.33 -2.97
H 6.25 34.70 -3.51
H 6.30 35.17 -1.86
H 2.13 32.63 -2.22
H 0.78 32.79 -2.92
C 13.26 39.01 2.20
C 11.94 38.75 3.00
C 10.59 38.81 2.13
O 10.32 40.19 1.73
C 9.35 40.84 2.52
N 12.26 37.41 3.56
H 13.16 39.97 1.69
H 13.46 38.17 1.54
H 14.11 39.08 2.88
H 11.89 39.39 3.89
H 9.79 38.33 2.69
H 10.59 38.22 1.21
H 9.27 41.93 2.55
H 9.51 40.72 3.60
H 8.44 40.39 2.14
H 11.47 37.00 4.04
H 12.32 36.79 2.77
C 11.78 26.79 5.42
C 10.98 27.51 4.34
C 11.08 26.77 2.96
O 10.27 27.26 1.90
C 10.76 26.92 0.62
N 9.57 27.50 4.81
H 11.52 25.74 5.56
H 11.68 27.16 6.44
H 12.86 26.90 5.40
H 11.46 28.46 4.09
H 10.86 25.73 3.21
H 12.14 26.78 2.69
H 10.12 27.44 -0.09
H 10.76 25.83 0.48
H 11.77 27.26 0.40
H 9.45 28.12 5.60
H 9.49 26.63 5.31
C 8.42 28.22 11.99
C 9.03 29.52 12.56
C 9.17 30.74 11.55
O 10.02 30.48 10.43
C 10.08 31.43 9.40
N 8.18 29.83 13.73
H 8.97 27.74 11.19
H 7.45 28.49 11.57
H 8.21 27.43 12.71
H 10.07 29.47 12.88
H 9.36 31.72 12.00
H 8.15 30.92 11.19
H 10.60 30.96 8.56
H 10.74 32.15 9.89
H 9.07 31.72 9.13
H 8.43 30.65 14.27
H 8.19 29.08 14.41
C 4.73 35.16 3.39
C 5.31 33.83 3.68
C 4.88 33.31 5.05
O 5.49 32.04 5.25
C 4.71 31.18 6.16
N 4.92 32.91 2.64
H 3.65 35.25 3.41
H 5.17 35.65 2.52
H 5.08 35.89 4.12
H 6.40 33.91 3.59
H 3.79 33.29 5.05
H 5.12 34.01 5.86
H 4.75 31.50 7.20
H 5.03 30.16 6.36
H 3.68 31.10 5.84
H 4.98 33.31 1.71
H 3.97 32.61 2.78
*
```

Summary:
frontier orbital gap = 2.27 eV
HOMO = -10.51 eV
total energy = -62622.7717 eV

Atom charges from the Löwdin analysis, given in e for atoms 1 to 99:
1. Be 0.9015
2. O 0.1776
3. C -0.8256
4. O 0.1506
5. O 0.1829
6. H 0.1194
7. C -0.0917
8. C -0.4320
9. C -0.1555
10. O -0.2417
11. C -0.0680
12. N 0.0520
13. H 0.0883
14. H 0.0911
15. H 0.0887
16. H 0.1323
17. H 0.1289
18. H 0.1210
19. H 0.0808
20. H 0.0804
21. H 0.0740
22. H 0.0669
23. H 0.0651
24. C -0.0763
25. C -0.3890
26. C -0.1670
27. O -0.2127
28. C -0.1145
29. N 0.0281
30. H 0.0604
31. H 0.0711
32. H 0.0679
33. H 0.1193
34. H 0.1229
35. H 0.1122
36. H 0.0888
37. H 0.0855
38. H 0.0820
39. H 0.0696
40. H 0.0544
41. C -0.0732
42. C -0.4500
43. C -0.1998
44. O -0.1915
45. C -0.0997
46. N 0.0287
47. H 0.0773
48. H 0.0737
49. H 0.0688
50. H 0.1455
51. H 0.1270
52. H 0.1217
53. H 0.0841
54. H 0.0818
55. H 0.0731
56. H 0.0663
57. H 0.0660
58. C -0.0662
59. C -0.3712
60. C -0.1517
61. O -0.2030
62. C -0.1301
63. N 0.0056
64. H 0.0719
65. H 0.0699
66. H 0.0726
67. H 0.1287
68. H 0.1026
69. H 0.1142
70. H 0.0848
71. H 0.0806
72. H 0.0874
73. H 0.0550
74. H 0.0507
75. C -0.0852
76. C -0.3943
77. C -0.2030
78. O -0.2090
79. C -0.1108
80. N 0.0453
81. H 0.0837
82. H 0.0779
83. H 0.0821
84. H 0.1380
85. H 0.1210
86. H 0.1249
87. H 0.0857
88. H 0.0913
89. H 0.0884
90. H 0.0657
91. H 0.0654
92. C -0.0656
93. C -0.3915
94. C -0.1837
95. O -0.2205
96. C -0.1049
97. N 0.0142
98. H 0.0692
99. H 0.0743

---

Record 2
Below is a cluster of 2 separate species, C4H11N2S in total, with properties calculated with ωB97M-V/def2-TZVPD.

Geometry as ORCA input:
```
! wB97M-V def2-TZVPD RIJCOSX def2/J DEFGRID3
* xyz -1 1
C 0.92 -0.71 2.87
C 1.73 0.27 2.03
C 0.92 1.47 1.55
S -0.55 1.05 0.55
H 0.49 -0.21 3.74
H 1.53 -1.55 3.22
H 0.09 -1.10 2.28
H 2.59 0.61 2.61
H 2.11 -0.26 1.14
H 1.58 2.10 0.94
H 0.60 2.06 2.41
N -1.17 0.04 -2.49
C -0.69 -1.22 -2.42
N -0.93 -2.12 -3.30
H -1.88 0.20 -3.19
H -1.12 0.62 -1.65
H -0.05 -1.37 -1.55
H -0.43 -2.96 -3.05
*
```

Summary:
ΔE to the lowest compared entry with this formula, charge and spin = 0.000 eV
frontier orbital gap = 6.91 eV
HOMO = -2.86 eV
total energy = -18143.0983 eV

In elementary charge units, the Löwdin charges are:
1. C -0.1732
2. C -0.3855
3. C -0.7561
4. S 0.2455
5. H 0.0624
6. H 0.0522
7. H 0.0262
8. H 0.0841
9. H 0.0855
10. H 0.0266
11. H 0.0307
12. N 0.0499
13. C -0.4350
14. N -0.0030
15. H 0.0804
16. H -0.0784
17. H 0.0936
18. H -0.0058

---

Record 3
Below is the molecule C7H9NS in a non-equilibrium geometry, with properties calculated with ωB97M-V/def2-TZVPD.

Geometry as ORCA input:
```
! wB97M-V def2-TZVPD RIJCOSX def2/J DEFGRID3
* xyz 0 1
C 2.02 0.27 0.37
C 1.68 0.38 -0.90
C 1.05 -0.37 1.27
C -0.46 -0.12 1.01
C 0.41 0.03 -1.47
C -0.74 -0.30 -0.53
C -2.15 0.21 -0.77
N 1.43 -0.86 2.38
S 0.04 -1.78 -1.32
H 2.92 0.62 0.79
H 2.21 1.21 -1.58
H -1.11 -0.68 1.67
H -0.51 1.07 1.10
H -0.04 0.45 -2.42
H -2.96 -0.52 -0.63
H -2.22 0.47 -1.87
H -2.17 1.11 0.01
H 0.60 -1.19 2.88
*
```

Summary:
SMILES = [H]/N=C1/C=C[C@H]2S[C@@]2(C)C1
ΔE to the lowest compared entry with this formula, charge and spin = 1.536 eV
frontier orbital gap = 9.22 eV
HOMO = -8.88 eV
total energy = -19727.9028 eV

In elementary charge units, the Löwdin charges are:
1. C -0.0522
2. C -0.1444
3. C -0.4060
4. C -0.1099
5. C -0.4866
6. C -0.7293
7. C -0.0811
8. N 0.1397
9. S 0.8777
10. H 0.0986
11. H 0.1546
12. H 0.1128
13. H 0.1610
14. H 0.1282
15. H 0.0791
16. H 0.0895
17. H 0.1203
18. H 0.0481

---

Record 4
Below is a structure of composition C24H43ClCrP2 in a non-equilibrium geometry, with properties calculated with ωB97M-V/def2-TZVPD.

Geometry as ORCA input:
```
! wB97M-V def2-TZVPD RIJCOSX def2/J DEFGRID3
* xyz 1 4
Cr -0.09 0.10 -0.43
C -0.96 -1.65 0.46
C 0.37 -1.97 -0.01
C 0.54 -0.28 1.60
C -0.85 -0.63 1.46
C 1.30 -1.11 0.69
C -2.22 -2.38 0.12
H -2.19 -2.84 -0.87
H -3.09 -1.71 0.17
H -2.39 -3.19 0.85
C -1.95 -0.22 2.39
H -2.91 -0.10 1.85
H -1.73 0.73 2.89
H -2.11 -0.98 3.16
C 1.11 0.62 2.64
H 1.29 0.09 3.59
H 0.43 1.46 2.85
H 2.07 1.05 2.32
C 2.79 -1.18 0.62
H 3.19 -1.87 1.39
H 3.24 -0.20 0.79
H 3.13 -1.56 -0.35
C 0.75 -3.16 -0.82
H 0.94 -4.02 -0.16
H 1.66 -2.99 -1.41
H -0.06 -3.47 -1.50
C -1.55 1.49 -5.65
C -1.78 0.17 -5.79
C -1.11 -0.71 -6.80
C 0.38 -0.39 -7.10
C 1.19 0.07 -5.93
C 1.45 1.37 -5.63
C 0.74 2.55 -6.22
C -0.75 2.33 -6.59
H -1.66 -0.67 -7.76
H 0.44 0.32 -7.94
H -1.18 -1.76 -6.46
H -0.82 1.96 -7.63
H -2.06 2.05 -4.87
H -2.62 -0.29 -5.28
H -1.22 3.33 -6.60
H 0.81 3.38 -5.50
H 2.32 1.64 -5.02
H 1.27 2.88 -7.13
H 0.83 -1.33 -7.45
H 1.69 -0.74 -5.40
P -1.50 0.39 -2.24
C -3.05 1.26 -2.43
C -1.52 -1.25 -3.00
P 1.42 0.94 -2.03
C -0.09 1.24 -3.06
C 2.45 -0.29 -2.84
C 2.44 2.42 -1.94
H -3.09 2.09 -1.71
H -3.87 0.56 -2.21
H -3.17 1.64 -3.45
H -1.22 -1.20 -4.06
H -2.53 -1.65 -2.92
H -0.82 -1.93 -2.49
H 2.48 2.92 -2.92
H 3.46 2.11 -1.65
H 2.05 3.10 -1.18
H -0.28 2.32 -3.23
H 0.02 0.76 -4.04
H 3.42 -0.31 -2.31
H 2.64 -0.02 -3.89
H 2.00 -1.28 -2.79
Cl -1.82 2.59 0.61
C -0.24 2.20 -0.08
H 0.51 2.51 0.67
H -0.15 2.85 -0.96
*
```

Summary:
ΔE to the lowest compared entry with this formula, charge and spin = 0.111 eV
frontier orbital gap (alpha / beta) = 8.86 / 8.55 eV
HOMO (alpha / beta) = -10.84 / -11.21 eV
⟨S²⟩ = 3.830
total energy = -85100.4835 eV

In elementary charge units, the Löwdin charges are:
1. Cr 0.3208
2. C -0.2860
3. C -0.2858
4. C -0.2780
5. C -0.2839
6. C -0.2769
7. C -0.0182
8. H 0.0657
9. H 0.0909
10. H 0.1067
11. C -0.0395
12. H 0.0804
13. H 0.0667
14. H 0.1035
15. C -0.0180
16. H 0.1062
17. H 0.0829
18. H 0.0848
19. C -0.0202
20. H 0.1059
21. H 0.0860
22. H 0.0656
23. C -0.0227
24. H 0.1074
25. H 0.0726
26. H 0.0727
27. C -0.1332
28. C -0.1456
29. C -0.1709
30. C -0.1760
31. C -0.1209
32. C -0.1473
33. C -0.1705
34. C -0.1665
35. H 0.1273
36. H 0.1119
37. H 0.1103
38. H 0.1126
39. H 0.0806
40. H 0.1077
41. H 0.1210
42. H 0.1090
43. H 0.0999
44. H 0.1280
45. H 0.1202
46. H 0.0974
47. P 0.8379
48. C -0.2202
49. C -0.2191
50. P 0.8450
51. C -0.4658
52. C -0.2286
53. C -0.2127
54. H 0.0204
55. H 0.0692
56. H 0.0341
57. H 0.0218
58. H 0.0709
59. H 0.0225
60. H 0.0579
61. H 0.0660
62. H 0.0468
63. H 0.0857
64. H 0.0019
65. H 0.0621
66. H 0.0138
67. H 0.0466
68. Cl 0.5680
69. C -0.7091
70. H 0.0134
71. H -0.0129

---

Record 5
Below is a structure of composition C11H6NO5STeW, with properties calculated with ωB97M-V/def2-TZVPD.

Geometry as ORCA input:
```
! wB97M-V def2-TZVPD RIJCOSX def2/J DEFGRID3
* xyz 1 3
W 0.01 -0.03 -1.43
O 2.94 -0.15 3.97
C 2.25 -0.09 2.84
C 1.30 0.91 2.57
C 0.66 0.86 1.36
N 0.95 -0.09 0.47
C 1.81 -1.07 0.73
C 2.50 -1.12 1.91
C 1.82 -2.09 -0.39
O 2.53 -3.04 -0.43
O 0.88 -1.78 -1.33
C -0.42 1.80 0.85
O -0.86 2.69 1.51
O -0.80 1.46 -0.39
H 2.71 0.57 4.58
H 1.06 1.69 3.28
H 3.20 -1.92 2.12
Te 0.41 0.54 -4.00
C -1.49 0.45 -3.19
C -2.02 -0.66 -2.49
C -3.25 -0.35 -1.84
C -3.63 0.94 -2.05
S -2.52 1.81 -3.01
H -1.71 -1.68 -2.70
H -3.82 -1.06 -1.27
H -4.52 1.42 -1.67
*
```

Summary:
ΔE to the lowest compared entry with this formula, charge and spin = 0.198 eV
frontier orbital gap (alpha / beta) = 6.81 / 7.16 eV
HOMO (alpha / beta) = -12.06 / -12.48 eV
⟨S²⟩ = 2.039
total energy = -43179.9318 eV

In elementary charge units, the Löwdin charges are:
1. W 1.3931
2. O 0.1426
3. C -0.2395
4. C 0.1151
5. C -0.1394
6. N -0.0230
7. C -0.1418
8. C 0.1286
9. C -0.4807
10. O 0.1960
11. O -0.2352
12. C -0.4946
13. O 0.1786
14. O -0.2152
15. H 0.1433
16. H 0.1485
17. H 0.1545
18. Te 1.0406
19. C -1.1737
20. C -0.3626
21. C -0.1477
22. C -0.3512
23. S 1.0274
24. H 0.1218
25. H 0.1224
26. H 0.0924

---

Record 6
Below is a cluster of 9 separate species, C2H22O9 in total in a non-equilibrium geometry, with properties calculated with ωB97M-V/def2-TZVPD.

Geometry as ORCA input:
```
! wB97M-V def2-TZVPD RIJCOSX def2/J DEFGRID3
* xyz 0 1
O -14.03 -0.47 14.33
H -13.77 -1.26 14.80
H -14.26 -0.78 13.45
O -15.74 -3.45 12.10
H -15.50 -4.18 12.66
H -15.33 -3.65 11.26
O -8.45 -3.25 10.64
H -8.57 -2.57 11.30
H -7.50 -3.28 10.50
O -13.95 3.35 7.33
H -14.90 3.38 7.22
H -13.81 2.68 7.99
O -13.14 -0.17 4.02
H -13.36 -0.76 4.74
H -12.81 0.62 4.46
O -13.02 0.26 9.64
H -13.36 -0.55 9.27
H -12.40 -0.02 10.31
O -11.01 2.17 13.58
H -11.77 1.71 13.94
H -11.37 2.77 12.93
O -16.41 2.84 11.66
H -16.06 1.96 11.84
H -17.08 2.96 12.34
C -12.28 -4.09 6.52
C -13.14 -4.43 7.73
O -14.05 -3.38 8.05
H -11.62 -4.88 6.18
H -11.53 -3.34 6.73
H -12.92 -3.84 5.68
H -12.52 -4.82 8.53
H -13.81 -5.26 7.50
H -14.64 -3.15 7.33
*
```

Summary:
SMILES = CCO.O.O.O.O.O.O.O.O
ΔE to the lowest compared entry with this formula, charge and spin = 1.479 eV
frontier orbital gap = 10.87 eV
HOMO = -10.92 eV
total energy = -20857.5614 eV

In elementary charge units, the Löwdin charges are:
1. O -0.0504
2. H 0.0316
3. H 0.0202
4. O -0.0503
5. H 0.0307
6. H 0.0227
7. O -0.0561
8. H 0.0274
9. H 0.0285
10. O -0.0538
11. H 0.0292
12. H 0.0147
13. O -0.0509
14. H 0.0163
15. H 0.0315
16. O -0.0467
17. H 0.0186
18. H 0.0301
19. O -0.0552
20. H 0.0172
21. H 0.0294
22. O -0.0525
23. H 0.0224
24. H 0.0295
25. C -0.0929
26. C -0.3176
27. O -0.0920
28. H 0.0737
29. H 0.0753
30. H 0.0713
31. H 0.1141
32. H 0.1037
33. H 0.0803

---

Record 7
Below is a structure of composition C5H8BrN2 in a non-equilibrium geometry, with properties calculated with ωB97M-V/def2-TZVPD.

Geometry as ORCA input:
```
! wB97M-V def2-TZVPD RIJCOSX def2/J DEFGRID3
* xyz 1 1
C -0.66 -1.50 -0.39
C -1.91 -0.72 -0.32
C 0.39 -1.19 0.37
C -1.90 0.58 -0.05
C -0.06 1.24 0.15
N 0.78 1.37 -0.86
N 0.51 0.12 1.05
Br -3.11 1.98 -0.08
H -0.85 -2.39 -0.94
H -2.97 -1.24 -0.57
H 1.13 -1.91 0.31
H -0.08 2.16 0.83
H 0.80 2.32 -1.20
H 0.92 0.60 -1.53
H -0.06 0.08 1.99
H 1.52 0.18 1.07
*
```

Summary:
ΔE to the lowest compared entry with this formula, charge and spin = 4.253 eV
frontier orbital gap = 9.39 eV
HOMO = -13.20 eV
total energy = -78327.3385 eV

In elementary charge units, the Löwdin charges are:
1. C -0.0539
2. C -0.1602
3. C -0.0727
4. C -0.6177
5. C -0.2966
6. N 0.0905
7. N 0.0811
8. Br 0.8007
9. H 0.1174
10. H 0.1725
11. H 0.1067
12. H 0.1597
13. H 0.1276
14. H 0.1336
15. H 0.2446
16. H 0.1668

---

Record 8
Below is a structure of composition C11H25N3O22S4 in a non-equilibrium geometry, with properties calculated with ωB97M-V/def2-TZVPD.

Geometry as ORCA input:
```
! wB97M-V def2-TZVPD RIJCOSX def2/J DEFGRID3
* xyz 0 1
C 1.97 2.01 3.70
N 1.11 3.20 3.91
O 0.52 3.28 4.98
O 0.95 3.97 2.99
H 2.99 2.36 3.80
H 1.83 1.62 2.69
H 1.64 1.25 4.40
C 3.91 -4.13 -2.74
N 2.90 -3.82 -1.69
O 2.25 -4.75 -1.24
O 2.76 -2.65 -1.44
H 4.57 -4.91 -2.35
H 4.50 -3.25 -2.92
H 3.38 -4.57 -3.58
C 5.65 -2.95 0.62
N 7.09 -2.64 0.39
O 7.37 -1.69 -0.32
O 7.90 -3.37 0.94
H 5.59 -3.18 1.68
H 5.36 -3.84 0.06
H 5.06 -2.08 0.36
C 0.65 1.17 -1.45
C 0.53 0.10 -0.37
O 1.56 0.40 0.56
S 2.83 0.99 -0.21
O 3.68 -0.09 -0.49
O 3.32 2.12 0.48
O 2.07 1.47 -1.51
H 0.10 2.08 -1.29
H 0.45 0.69 -2.41
H 0.65 -0.91 -0.77
H -0.44 0.25 0.10
C -1.65 4.93 -3.24
C -2.90 4.26 -3.87
O -2.45 3.01 -4.38
S -0.88 3.04 -4.68
O -0.68 3.68 -5.92
O -0.33 1.78 -4.42
O -0.55 4.05 -3.50
H -1.73 5.03 -2.16
H -1.42 5.89 -3.68
H -3.36 4.86 -4.65
H -3.63 4.04 -3.09
C -4.62 -1.20 0.26
C -4.58 -0.97 -1.23
O -3.30 -1.44 -1.63
S -2.96 -2.78 -0.81
O -1.60 -2.70 -0.44
O -3.50 -3.89 -1.49
O -3.89 -2.43 0.45
H -5.61 -1.44 0.65
H -4.24 -0.39 0.89
H -4.80 0.05 -1.53
H -5.36 -1.59 -1.70
C -3.57 -0.01 4.69
C -3.50 -1.18 3.65
O -2.49 -0.81 2.70
S -1.49 0.18 3.47
O -0.79 1.00 2.56
O -0.73 -0.60 4.37
O -2.64 0.96 4.20
H -3.26 -0.37 5.67
H -4.56 0.42 4.71
H -4.45 -1.36 3.16
H -3.20 -2.12 4.11
*
```

Summary:
ΔE to the lowest compared entry with this formula, charge and spin = 0.621 eV
frontier orbital gap = 10.31 eV
HOMO = -10.57 eV
total energy = -104656.0940 eV

In elementary charge units, the Löwdin charges are:
1. C 0.0440
2. N -0.4494
3. O 0.0505
4. O 0.0681
5. H 0.1087
6. H 0.0589
7. H 0.0909
8. C 0.0451
9. N -0.4508
10. O 0.0717
11. O 0.0583
12. H 0.0934
13. H 0.0971
14. H 0.0999
15. C 0.0550
16. N -0.4458
17. O 0.0719
18. O 0.0510
19. H 0.0989
20. H 0.0872
21. H 0.0734
22. C -0.1277
23. C -0.1525
24. O -0.1995
25. S 0.5732
26. O -0.2256
27. O -0.2120
28. O -0.1761
29. H 0.1298
30. H 0.1146
31. H 0.1202
32. H 0.1166
33. C -0.1353
34. C -0.1556
35. O -0.1915
36. S 0.5807
37. O -0.2014
38. O -0.1977
39. O -0.1940
40. H 0.1294
41. H 0.1300
42. H 0.1294
43. H 0.1258
44. C -0.1599
45. C -0.1766
46. O -0.1785
47. S 0.5925
48. O -0.2028
49. O -0.1951
50. O -0.1979
51. H 0.1344
52. H 0.1175
53. H 0.1358
54. H 0.1347
55. C -0.1342
56. C -0.1545
57. O -0.2043
58. S 0.5819
59. O -0.1943
60. O -0.1972
61. O -0.1705
62. H 0.1301
63. H 0.1302
64. H 0.1165
65. H 0.1335

---

Q: Among the records above, which one has the highest total energy?
A: C4H11N2S

---

Q: Which of these has the highest total energy?
A: C4H11N2S

---

Q: Which value of total energy does entry 3 give?
A: -19727.9028 eV